ORCA calculation (ωB97M-V/def2-TZVPD) on C5H9N3 in the gas phase at a distorted geometry.

Computed properties:
2S+1 = 1
Structure (SMILES) = C[C@]12C=NN[C@@H]1CN2
E_HOMO = -9.25 eV
Energy above the lowest of the compared OMol25 structures with the same formula, charge and spin = 157.3 kcal/mol
HOMO-LUMO gap = 10.24 eV

Each line ends with the Mulliken charge.
Atoms and positions in Å:
C -0.0079 1.0929 0.9713  -0.847
C 0.0559 0.5683 -0.4779  0.431
C -1.3645 0.7059 -0.8927  -0.430
N -2.1483 -0.2400 -0.4259  -0.422
N -1.2981 -1.1075 0.5528  -0.398
C -0.0607 -0.9649 -0.2874  -0.047
C 1.5175 -0.9054 0.0112  -0.605
N 1.4756 0.2833 -0.8723  -0.540
H -0.4295 2.1695 0.6331  0.298
H 1.0158 1.1121 1.6167  0.296
H -0.8455 0.6649 1.7696  0.258
H -2.1172 1.3940 -1.2838  0.399
H -1.6786 -1.9239 0.0832  0.395
H 0.0327 -1.6079 -1.1769  0.303
H 1.8424 -0.6761 1.0350  0.235
H 1.9464 -1.7717 -0.3935  0.382
H 2.0639 1.2062 -0.8626  0.291



ORCA calculation (ωB97M-V/def2-TZVPD) on a molecular structure, C20H39IrN3O4PS3 at a distorted geometry.

Computed properties:
2S+1 = 2
Net charge = +3
E_HOMO (spin up / spin down) = -15.68 / -15.66 eV
Energy above the lowest of the compared OMol25 structures with the same formula, charge and spin = 60.3 kcal/mol
HOMO-LUMO gap (spin up / spin down) = 5.51 / 5.04 eV

Each line ends with the Mulliken charge.
Atoms and positions in Å:
Ir -0.4599 0.1248 0.1869  1.143
C 0.4344 3.0927 1.0138  -0.152
C -0.3068 2.7166 2.2731  -1.082
N -0.5911 1.2727 2.2711  -0.584
C -1.8576 0.9131 2.9550  -0.828
C -3.0802 1.5155 2.2775  -0.972
S -2.9866 1.5251 0.4650  0.330
C -2.5529 3.2260 0.0290  -0.920
C -1.2767 3.2785 -0.7844  -1.043
N -0.1614 2.5022 -0.2030  -0.242
H 1.4522 2.7137 1.0889  -0.486
H 0.4786 4.1830 0.9392  0.566
H -1.2412 3.2639 2.3427  0.239
H 0.2892 3.0062 3.1397  0.540
H 0.1546 0.7943 2.7733  0.469
H -1.8380 1.2398 3.9973  0.561
H -1.9385 -0.1727 2.9485  0.272
H -3.2921 2.5355 2.5940  0.538
H -3.9472 0.9052 2.5204  0.491
H -2.5282 3.8443 0.9223  0.511
H -3.3680 3.5955 -0.5923  0.570
H -0.9893 4.3270 -0.9015  0.502
H -1.4638 2.8717 -1.7776  0.467
H 0.5617 2.4822 -0.9151  0.389
C 1.4015 -5.2997 1.8154  -0.733
O 0.9256 -3.9658 2.1630  -0.293
C 0.7435 -3.0738 1.2387  0.469
S 1.0111 -3.2512 -0.3722  -0.211
S 0.2051 -1.5280 1.8635  -0.370
H 1.8252 -5.7044 2.7260  0.295
H 2.1495 -5.2436 1.0301  0.365
H 0.5595 -5.9041 1.4899  0.304
C -3.9163 0.1627 -2.3270  -0.647
O -2.9509 -0.8790 -2.0262  -0.151
P -2.2072 -1.2070 -0.6892  0.240
O -3.2623 -1.1991 0.4686  -0.014
C -4.4003 -2.1166 0.4932  -0.747
O -1.7844 -2.6716 -0.9375  -0.021
C -2.4688 -3.6747 -1.7510  -0.774
H -4.4773 -0.1893 -3.1856  0.339
H -3.4027 1.0867 -2.5864  0.191
H -4.5902 0.3271 -1.4912  0.376
H -5.0661 -1.7538 1.2674  0.334
H -4.0595 -3.1189 0.7402  0.235
H -4.9189 -2.1167 -0.4645  0.364
H -2.6191 -4.5447 -1.1212  0.291
H -1.8226 -3.9229 -2.5861  0.296
H -3.4177 -3.3059 -2.1258  0.371
C 5.5336 0.6729 -0.5451  -0.924
N 4.3972 1.2294 0.2647  0.030
C 3.9142 2.5011 -0.3529  -0.679
C 3.2609 0.2373 0.5351  -1.493
C 2.5487 -0.2564 -0.6949  0.565
C 3.2118 -1.1401 -1.5355  -0.675
C 2.6753 -1.5381 -2.7578  -1.051
C 1.4512 -1.0405 -3.1569  -0.938
C 0.7304 -0.2337 -2.2814  -0.444
C 1.2287 0.1228 -1.0262  1.369
H 6.3455 1.3961 -0.5459  0.376
H 5.2029 0.5077 -1.5641  0.485
H 5.8851 -0.2544 -0.0997  0.374
H 4.7815 1.4533 1.1825  0.349
H 3.4231 2.2659 -1.2942  0.366
H 4.7611 3.1550 -0.5442  0.406
H 3.2285 3.0027 0.3217  0.308
H 2.5555 0.7451 1.1906  0.076
H 3.7072 -0.5915 1.0842  0.496
H 4.1674 -1.5504 -1.2294  0.639
H 3.2279 -2.2137 -3.3982  0.461
H 1.0450 -1.2808 -4.1315  0.508
H -0.2306 0.1483 -2.6166  0.611